1.
Formula: C5H6O2
Source: the Open Molecules 2025 dataset
Level of theory: ωB97M-V with the def2-TZVPD basis set

Last column: Mulliken charge in e.
Geometry (Å):
C 2.81 0.39 -0.11  -0.10
C 1.65 0.48 -0.45  -0.72
C 0.58 -0.51 -0.42  0.84
O 0.83 -1.61 -0.88  -0.56
C -0.72 -0.30 0.33  0.39
C -1.35 1.06 0.14  -1.28
O -1.59 -1.32 -0.09  -0.56
H 3.78 0.08 0.20  0.37
H -0.46 -0.43 1.40  0.17
H -2.33 1.06 0.63  0.34
H -1.49 1.28 -0.92  0.33
H -0.74 1.85 0.59  0.37
H -0.99 -2.02 -0.41  0.39

SMILES string: C#CC(=O)[C@@H](C)O
Total energy (eV): -9374.133
Energy relative to the best compared isomer or geometry (same formula, charge and spin) (kcal/mol): 68.3
Kohn-Sham gap (eV): 10.3725
Lowest unoccupied orbital energy (eV): 0.002

=====

2.
Formula: C2H9NO
Source: the Open Molecules 2025 dataset
Level of theory: ωB97M-V with the def2-TZVPD basis set

Last column: Mulliken charge in e.
Geometry (Å):
H -1.38 1.06 4.31  0.02
H -0.77 0.78 4.00  -0.02
C -1.40 -1.45 -0.55  -0.22
C -1.06 -2.81 -0.13  -0.27
O -1.65 -1.89 0.80  -0.37
H -2.31 -1.21 -1.08  0.22
H -0.55 -0.78 -0.59  0.20
H -1.75 -3.62 -0.35  0.21
H -0.02 -3.11 -0.05  0.22
N 2.54 3.17 -1.53  -0.62
H 2.33 4.15 -1.66  0.21
H 3.19 2.98 -0.80  0.20
H 2.84 2.73 -2.37  0.21

SMILES string: [H][H].C1CO1.N
Total energy (eV): -5755.023
Energy relative to the best compared isomer or geometry (same formula, charge and spin) (kcal/mol): 57.7
Kohn-Sham gap (eV): 10.9831
Lowest unoccupied orbital energy (eV): 1.072

=====

3.
Formula: C8H13N
Source: the Open Molecules 2025 dataset
Level of theory: ωB97M-V with the def2-TZVPD basis set

Last column: Mulliken charge in e.
Geometry (Å):
C -1.30 -0.18 2.07  -1.06
C -0.33 0.61 1.24  0.29
C -1.07 1.61 0.24  -0.31
C -0.51 1.82 -0.98  -0.51
C 0.54 1.15 -1.69  -0.50
C 0.36 -1.19 -0.45  -0.54
C 0.60 -2.79 -0.51  -1.03
C 0.71 -0.23 0.50  0.48
H -1.54 0.48 3.18  0.29
H -2.27 -0.54 1.50  0.30
H -0.77 -1.34 2.51  0.23
H 0.41 1.20 1.80  0.35
H -1.90 2.14 0.90  0.22
H -0.87 2.27 -1.81  0.43
H 0.11 0.71 -2.61  0.35
H 1.35 1.80 -1.76  0.34
H -0.77 -1.13 -0.41  0.22
H 1.78 -2.82 -0.67  0.29
H 0.26 -3.51 0.71  0.19
H -0.18 -3.65 -1.32  0.26
H 1.68 -0.65 1.11  0.22
N 1.25 0.03 -0.80  -0.53

Total energy (eV): -9988.249
Energy relative to the best compared isomer or geometry (same formula, charge and spin) (kcal/mol): 198.1
Kohn-Sham gap (eV): 9.9602
Lowest unoccupied orbital energy (eV): 0.876

=====

4.
Formula: C38H107N13O11
Source: the Open Molecules 2025 dataset
Level of theory: ωB97M-V with the def2-TZVPD basis set

Last column: Mulliken charge in e.
Geometry (Å):
C -2.10 1.16 6.52  -0.75
O -1.12 1.18 7.59  -0.29
C -1.53 2.05 8.65  -0.71
C -0.66 1.93 9.90  0.47
C -1.01 0.78 10.91  -1.46
N -1.06 3.08 10.66  -0.75
H -1.68 0.47 5.79  0.23
H -2.07 2.12 6.02  0.32
H -3.10 1.00 6.92  0.31
H -1.67 3.07 8.27  0.37
H -2.52 1.84 9.04  0.33
H 0.43 2.00 9.89  0.34
H -0.79 -0.14 10.36  0.33
H -2.01 0.68 11.33  0.36
H -0.42 0.85 11.83  0.41
H -0.70 3.89 10.17  0.23
H -0.52 2.93 11.50  0.27
C 3.11 -4.99 -3.73  -0.72
O 3.80 -5.78 -2.75  -0.29
C 3.01 -6.69 -2.03  -0.53
C 3.79 -6.75 -0.65  0.51
C 5.09 -7.60 -0.74  -1.58
N 3.12 -7.37 0.41  -0.73
H 2.55 -5.69 -4.35  0.31
H 3.82 -4.40 -4.32  0.23
H 2.35 -4.37 -3.25  0.29
H 2.02 -6.30 -1.77  0.31
H 2.96 -7.68 -2.48  0.28
H 4.03 -5.78 -0.19  0.30
H 4.82 -8.61 -1.02  0.35
H 5.63 -7.64 0.21  0.44
H 5.75 -7.13 -1.47  0.35
H 3.71 -7.71 1.15  0.23
H 2.63 -6.52 0.64  0.24
C 3.48 7.98 -6.92  -0.74
O 2.24 7.53 -6.30  -0.38
C 2.44 6.67 -5.15  -0.82
C 1.10 6.11 -4.87  0.48
C 1.05 5.07 -3.75  -1.44
N 0.60 5.48 -6.03  -0.67
H 3.95 7.17 -7.47  0.29
H 4.21 8.35 -6.20  0.31
H 3.28 8.85 -7.54  0.26
H 3.00 5.76 -5.39  0.32
H 2.84 7.21 -4.29  0.45
H 0.49 7.00 -4.67  0.34
H 1.32 5.67 -2.88  0.38
H 1.85 4.32 -3.78  0.37
H 0.04 4.74 -3.49  0.33
H 1.16 5.98 -6.71  0.30
H 1.04 4.57 -6.10  0.24
C 2.10 0.88 -7.91  -0.79
O 1.82 2.00 -8.72  -0.24
C 2.56 1.94 -9.95  -0.90
C 1.56 1.75 -11.11  0.72
C 2.18 1.65 -12.48  -1.49
N 0.62 2.83 -11.23  -0.77
H 1.54 1.11 -7.00  0.25
H 3.14 0.74 -7.62  0.35
H 1.70 -0.09 -8.23  0.29
H 3.09 2.88 -10.12  0.33
H 3.44 1.29 -9.98  0.42
H 0.94 0.87 -10.93  0.21
H 3.09 2.24 -12.59  0.32
H 1.49 1.98 -13.26  0.42
H 2.37 0.60 -12.69  0.36
H 0.40 2.98 -10.26  0.28
H 1.00 3.73 -11.47  0.25
C -3.18 -6.95 5.59  -0.77
O -2.83 -5.90 4.71  -0.28
C -1.38 -5.67 4.58  -0.61
C -1.20 -4.66 3.40  0.34
C -1.75 -5.25 2.08  -1.47
N 0.15 -4.40 2.91  -0.60
H -4.26 -6.91 5.73  0.25
H -2.65 -6.93 6.54  0.31
H -2.87 -7.95 5.27  0.32
H -0.84 -5.17 5.39  0.33
H -0.85 -6.58 4.31  0.31
H -1.75 -3.79 3.75  0.34
H -2.82 -5.37 2.16  0.32
H -1.19 -6.18 1.97  0.33
H -1.55 -4.66 1.18  0.44
H 0.50 -3.81 3.65  0.24
H 0.14 -3.89 2.03  0.21
C -3.88 -7.28 -3.57  -0.80
O -4.52 -6.02 -3.63  -0.28
C -4.52 -5.37 -4.85  -0.68
C -5.31 -4.01 -4.75  0.46
C -5.47 -3.14 -5.98  -1.34
N -4.75 -3.18 -3.67  -0.69
H -4.42 -8.09 -4.08  0.31
H -3.93 -7.73 -2.58  0.29
H -2.83 -7.29 -3.87  0.30
H -3.54 -5.34 -5.31  0.38
H -5.20 -5.97 -5.46  0.32
H -6.32 -4.14 -4.36  0.22
H -6.16 -2.36 -5.67  0.34
H -5.95 -3.69 -6.79  0.36
H -4.56 -2.68 -6.37  0.32
H -3.76 -2.95 -3.71  0.22
H -4.80 -3.68 -2.79  0.27
C 5.42 3.47 1.02  -0.77
O 4.13 3.40 1.71  -0.28
C 4.34 3.81 3.13  -0.65
C 3.07 3.81 3.89  0.42
C 3.01 4.61 5.18  -1.40
N 2.77 2.47 4.21  -0.53
H 6.07 2.85 1.63  0.35
H 5.74 4.47 0.72  0.27
H 5.33 2.89 0.10  0.25
H 5.08 3.21 3.66  0.33
H 4.76 4.81 3.23  0.35
H 2.25 4.08 3.23  0.16
H 2.11 4.59 5.80  0.41
H 3.27 5.63 4.90  0.36
H 3.83 4.29 5.82  0.33
H 3.67 2.14 4.52  0.22
H 2.11 2.47 4.97  0.19
C 5.56 -2.24 4.72  -0.77
O 5.87 -1.16 5.55  -0.23
C 6.72 -1.56 6.65  -0.69
C 5.78 -1.87 7.88  0.51
C 4.62 -0.93 8.21  -1.18
N 6.45 -2.44 9.10  -0.67
H 4.88 -2.87 5.30  0.32
H 6.38 -2.78 4.25  0.31
H 4.99 -1.82 3.89  0.24
H 7.45 -2.32 6.40  0.36
H 7.22 -0.66 7.01  0.32
H 5.36 -2.81 7.51  0.09
H 3.98 -0.91 7.33  0.28
H 5.00 0.03 8.54  0.29
H 4.12 -1.42 9.04  0.37
H 7.14 -1.88 9.58  0.21
H 5.79 -2.63 9.84  0.23
C -8.53 5.58 -0.38  -0.76
O -9.33 4.70 0.59  -0.39
C -8.87 3.31 0.55  -0.91
C -7.42 3.11 1.02  0.68
C -6.71 1.73 0.84  -1.49
N -7.36 3.39 2.46  -0.65
H -7.84 5.10 -1.06  0.30
H -7.96 6.20 0.32  0.30
H -9.12 6.34 -0.90  0.29
H -9.61 2.65 1.01  0.40
H -8.95 2.98 -0.48  0.42
H -6.90 3.89 0.46  0.17
H -7.30 0.97 1.35  0.39
H -5.69 1.77 1.21  0.37
H -6.81 1.51 -0.23  0.36
H -8.24 3.74 2.80  0.24
H -7.25 2.50 2.94  0.26
N -4.28 4.28 -5.41  -0.35
C -5.17 3.52 -4.86  0.64
N -4.60 2.80 -3.88  -0.39
O -6.27 3.49 -5.31  -0.64
H -3.29 4.35 -5.23  0.14
H -4.74 4.91 -6.05  0.20
H -3.60 2.74 -3.83  0.17
H -5.16 2.03 -3.52  0.23
N 0.28 0.22 0.46  -0.35
C 0.71 -0.01 -0.72  0.65
N 2.00 -0.18 -0.74  -0.40
O -0.02 -0.07 -1.72  -0.71
H 0.94 0.47 1.18  0.17
H -0.68 0.52 0.54  0.23
H 2.35 -0.29 -1.68  0.24
H 2.56 0.27 -0.03  0.18

SMILES string: COC[C@H](C)N.COC[C@H](C)N.COC[C@H](C)N.COC[C@H](C)N.COC[C@H](C)N.COC[C@H](C)N.COC[C@H](C)N.COC[C@H](C)N.COC[C@H](C)N.NC(N)=O.NC(N)=O
Total energy (eV): -83023.806
Energy relative to the best compared isomer or geometry (same formula, charge and spin) (kcal/mol): 218.3
Kohn-Sham gap (eV): 8.7697
Lowest unoccupied orbital energy (eV): -0.010

=====

5.
Formula: CH3NO2S
Source: the Open Molecules 2025 dataset
Level of theory: ωB97M-V with the def2-TZVPD basis set

Last column: Mulliken charge in e.
Geometry (Å):
O 1.56 0.89 0.15  -0.53
N 1.03 -0.15 -0.26  0.91
O 1.49 -0.85 -1.06  -0.52
C -0.27 -0.39 0.40  -0.45
S -1.51 0.48 -0.70  -0.19
H -0.40 -1.62 0.21  0.29
H -0.20 -0.15 1.46  0.31
H -1.70 1.80 -0.19  0.18

SMILES string: O=[N+]([O-])CS
Total energy (eV): -17502.058
Energy relative to the best compared isomer or geometry (same formula, charge and spin) (kcal/mol): 78.7
Kohn-Sham gap (eV): 10.2487
Lowest unoccupied orbital energy (eV): 0.081

=====

6.
Formula: C11H20NO
Source: the Open Molecules 2025 dataset
Level of theory: ωB97M-V with the def2-TZVPD basis set

Last column: Mulliken charge in e.
Geometry (Å):
C -1.93 1.03 0.23  0.61
C -2.52 -0.29 0.12  -1.04
C -1.11 -0.98 -1.77  -1.21
C -0.01 0.07 -1.82  -0.68
C -1.51 -1.28 -0.34  0.04
C 0.32 0.18 -0.31  -1.70
C -0.16 -0.94 0.48  2.31
C -0.32 -0.67 2.02  -2.13
C 0.79 -2.08 0.28  -1.91
C 2.58 0.86 0.48  -0.60
C 0.94 2.47 -0.37  -0.80
N 1.15 1.18 0.30  0.53
O -2.18 2.19 0.40  -0.45
H -3.07 -0.42 1.14  0.34
H -3.39 -0.15 -0.55  0.50
H -1.93 -0.54 -2.26  0.52
H -0.79 -1.90 -2.20  0.37
H 0.85 -0.21 -2.43  0.42
H -0.38 1.01 -2.29  0.35
H -1.78 -2.31 -0.08  0.61
H -1.07 -1.39 2.50  0.30
H -0.66 0.37 2.28  0.45
H 0.67 -0.63 2.45  0.57
H 1.45 -2.07 1.14  0.45
H 1.34 -1.98 -0.61  0.56
H 0.32 -3.10 0.20  0.24
H 3.11 1.29 -0.38  0.28
H 2.98 1.02 1.45  0.34
H 2.71 -0.28 0.32  0.26
H 1.66 2.36 -1.19  0.41
H -0.09 2.57 -0.77  0.29
H 1.17 3.31 0.32  0.31
H 0.86 1.31 1.27  0.47

Total energy (eV): -15258.735
Energy relative to the best compared isomer or geometry (same formula, charge and spin) (kcal/mol): 15.5
Total charge: +1
Kohn-Sham gap (spin up / spin down) (eV): 7.7831 / 8.1747
Lowest unoccupied orbital energy (spin up / spin down) (eV): -3.256 / -3.083